Record 1
{"formula": "C9H10N", "method": "ωB97M-V/def2-TZVPD", "charge": 1, "max_force_ev_per_a": 3.58, "de_lowest_kcal_mol": 97.5, "gap_ev": 8.263, "homo_energy_ev": -13.305, "species": ["C", "C", "C", "C", "C", "C", "C", "C", "C", "N", "H", "H", "H", "H", "H", "H", "H", "H", "H", "H"], "positions_angstrom": [[-2.20008, 0.71618, 1.46993], [-1.35992, 1.69629, 1.11856], [-2.07754, -0.68643, 1.07299], [0.01508, 1.62334, 0.62417], [-0.94649, -1.18304, 0.56591], [-0.13282, -2.02981, -0.21620], [1.13730, -1.68096, -0.45081], [1.56169, -0.14998, -0.34865], [1.65224, 0.27860, -1.82130], [0.52325, 0.50329, 0.31422], [-3.14668, 0.88179, 2.04537], [-1.58302, 2.76773, 1.47387], [-2.97731, -1.24997, 1.36758], [0.53633, 2.65314, 0.70059], [-0.39417, -2.93059, -0.59614], [1.91297, -2.33664, -0.99210], [2.53431, -0.01208, -0.00380], [2.43126, -0.27632, -2.28856], [1.82772, 1.34400, -1.74711], [0.68590, 0.07147, -2.28853]], "lowdin_charge": [-0.06, -0.05, -0.01, -0.06, 0.16, -0.06, 0.03, -0.33, -0.01, 0.11, 0.14, 0.14, 0.15, 0.17, 0.10, 0.16, 0.14, 0.08, 0.09, 0.10]}



Record 2
{"formula": "C9H10N2O", "method": "ωB97M-V/def2-TZVPD", "smiles": "CC1=C(n2ccnc2)CCC1=O", "charge": 0, "max_force_ev_per_a": 5.21, "de_lowest_kcal_mol": 59.7, "gap_ev": 8.998, "homo_energy_ev": -8.850, "species": ["C", "C", "C", "C", "C", "C", "C", "C", "C", "N", "N", "O", "H", "H", "H", "H", "H", "H", "H", "H", "H", "H"], "positions_angstrom": [[2.94544, 0.72945, 1.09170], [1.84496, 0.95329, 0.37618], [1.54429, -0.81217, 1.67530], [-0.70096, 0.12756, -1.14306], [-0.26041, -0.26826, 0.16656], [-2.18805, 0.09612, -1.10915], [-1.29930, -0.88631, 1.01184], [-2.59943, -0.51229, 0.21404], [0.34152, 0.53435, -2.20969], [2.72997, -0.37206, 1.86512], [0.96352, -0.04934, 0.67447], [-2.89173, 0.63157, -1.89068], [3.96127, 1.18129, 1.10044], [1.48437, 1.74174, -0.26892], [1.29888, -1.79927, 2.08579], [-1.26621, -2.03808, 1.08673], [-1.28033, -0.43881, 2.01664], [-3.24115, 0.28253, 0.77986], [-3.34369, -1.23191, -0.07394], [0.18676, 0.34209, -3.23975], [1.28616, 0.16552, -1.98621], [0.48412, 1.62298, -2.22329]], "lowdin_charge": [-0.13, -0.07, -0.14, -0.04, -0.19, -0.43, -0.11, -0.09, -0.03, 0.05, -0.03, 0.11, 0.12, 0.12, 0.14, 0.15, 0.12, 0.16, 0.11, 0.07, 0.04, 0.08]}



Record 3
{"formula": "C9H10N2S", "method": "ωB97M-V/def2-TZVPD", "charge": 0, "max_force_ev_per_a": 6.78, "de_lowest_kcal_mol": 108.9, "gap_ev": 9.582, "homo_energy_ev": -9.235, "species": ["C", "C", "C", "C", "C", "C", "C", "C", "C", "H", "H", "H", "H", "H", "H", "H", "H", "H", "H", "N", "N", "S"], "positions_angstrom": [[3.71745, 0.10522, 0.06870], [1.22653, 0.35389, -0.43784], [0.76243, -1.19323, -0.64326], [-0.84452, -0.95703, -0.03731], [-0.42673, -0.46361, 1.30119], [0.15512, 0.85374, 0.52474], [-1.00881, 1.50993, -0.26065], [-1.67047, 0.10908, -0.76508], [-3.18876, -0.10675, -0.35838], [1.24515, 0.92760, -1.32917], [1.29100, -1.86775, 0.41884], [0.79342, -1.68765, -1.75100], [-1.32486, -1.97972, 0.07722], [0.35432, -1.01798, 1.86194], [-1.27012, -0.27105, 1.84778], [0.69133, 1.43791, 1.46849], [-0.87896, 2.28116, -1.14140], [-1.68166, 2.06553, 0.59092], [-1.61503, -0.18837, -1.86702], [2.48788, 0.32576, 0.20613], [-4.14484, -0.18651, 0.27993], [5.33015, -0.05016, -0.05476]], "lowdin_charge": [-0.69, -0.33, -0.02, -0.33, -0.11, -0.29, -0.08, -0.22, -0.17, 0.13, 0.19, 0.13, 0.15, 0.12, 0.08, 0.19, 0.14, 0.16, 0.15, 0.05, 0.13, 0.63]}



Record 4
{"formula": "C9H10N3O2PdS2", "method": "ωB97M-V/def2-TZVPD", "charge": 1, "max_force_ev_per_a": 0.82, "gap_ev": [5.432, 5.875], "homo_energy_ev": [-11.377, -11.605], "species": ["Pd", "C", "O", "C", "C", "O", "C", "H", "H", "H", "H", "H", "H", "H", "H", "H", "H", "S", "C", "C", "N", "C", "S", "C", "N", "N", "C"], "positions_angstrom": [[-0.03813, 0.26968, -0.14476], [-1.77146, 2.82307, 0.62249], [-1.77184, 1.54230, -0.03509], [-2.90242, 0.73089, 0.33942], [-2.81463, -0.56372, -0.43261], [-1.56463, -1.19930, -0.08463], [-1.44177, -2.49756, -0.69526], [-2.72594, 3.31412, 0.43496], [-0.97402, 3.41288, 0.17978], [-1.61100, 2.69696, 1.69405], [-3.81980, 1.26203, 0.07677], [-2.88073, 0.55426, 1.41854], [-2.84057, -0.38829, -1.51159], [-3.62891, -1.23373, -0.15092], [-2.32508, -3.08267, -0.44049], [-0.57017, -2.97565, -0.26198], [-1.34308, -2.39960, -1.77640], [1.51047, 1.89583, 0.14014], [2.93882, 0.98837, 0.12781], [4.22434, 1.56679, 0.28320], [5.26278, 2.04371, 0.40084], [3.57277, -1.51241, -0.01588], [2.15905, -2.47797, -0.19965], [4.93864, -1.70282, 0.09478], [6.07977, -1.85726, 0.18666], [2.80617, -0.33607, -0.02229], [1.53138, -0.87384, -0.22787]], "lowdin_charge": [0.77, -0.06, -0.34, -0.15, -0.15, -0.32, -0.04, 0.11, 0.08, 0.11, 0.15, 0.15, 0.15, 0.15, 0.11, 0.06, 0.11, 0.85, -0.59, -0.18, 0.26, -0.49, 1.11, -0.22, 0.20, -0.23, -0.58]}